[1]
{"formula": "C19H42BN15O12", "method": "the ωB97M-V functional and the def2-TZVPD basis", "elements": ["C", "C", "O", "C", "C", "C", "C", "B", "O", "O", "C", "C", "C", "C", "C", "O", "N", "C", "O", "H", "H", "H", "H", "H", "H", "H", "H", "H", "H", "H", "H", "H", "H", "C", "O", "N", "N", "H", "H", "H", "H", "C", "O", "N", "N", "H", "H", "H", "H", "C", "O", "N", "N", "H", "H", "H", "H", "C", "O", "N", "N", "H", "H", "H", "H", "C", "O", "N", "N", "H", "H", "H", "H", "C", "O", "N", "N", "H", "H", "H", "H", "C", "O", "N", "N", "H", "H", "H", "H"], "positions_angstrom": [[-1.73998, -3.24321, 0.52345], [-1.18293, -2.28745, -0.52538], [-1.71656, -1.00055, -0.23511], [0.35093, -2.32250, -0.71758], [1.15826, -2.96159, 0.38973], [1.80320, -4.20462, 0.21814], [1.73558, -4.99996, -1.07090], [0.54626, -6.04302, -0.98074], [-0.19759, -6.37974, -2.06628], [0.26708, -6.66290, 0.23661], [2.54391, -4.76979, 1.27188], [2.68372, -4.13705, 2.49774], [2.06147, -2.91214, 2.65354], [1.32781, -2.34631, 1.63504], [0.84350, -1.01665, 2.12229], [0.37446, -0.10864, 1.51014], [1.07858, -0.95410, 3.55452], [2.07669, -1.98488, 3.81933], [2.76547, -2.01140, 4.77888], [-1.76735, -2.74616, 1.49199], [-2.77760, -3.44685, 0.26616], [-1.22560, -4.19876, 0.55782], [-1.60034, -2.56438, -1.48320], [-1.02410, -0.34509, -0.32511], [0.52860, -2.86402, -1.63562], [0.74714, -1.32026, -0.87489], [2.65354, -5.58566, -1.11896], [1.68446, -4.38405, -1.95917], [-0.97634, -6.84966, -1.74145], [-0.06199, -6.04383, 0.89606], [3.02991, -5.72610, 1.14528], [3.27768, -4.57441, 3.28389], [0.22236, -1.37365, 3.93370], [-3.74323, 1.20317, 2.69000], [-3.14266, 2.06167, 3.32304], [-5.10894, 1.11053, 2.72198], [-3.11069, 0.28877, 1.91219], [-5.62760, 0.42226, 2.21176], [-5.60223, 1.77677, 3.28554], [-2.10731, 0.33330, 1.86536], [-3.58090, -0.41576, 1.37771], [-1.50481, -2.21426, -4.76292], [-1.23735, -2.69170, -3.67188], [-1.57971, -2.98813, -5.89304], [-1.74371, -0.88792, -4.93675], [-1.79526, -2.62331, -6.80031], [-1.40407, -3.96929, -5.78881], [-1.67952, -0.28692, -4.12666], [-1.96987, -0.48369, -5.82442], [-0.06679, 2.18260, -2.54821], [-0.39845, 1.16716, -3.14861], [-0.02376, 3.40409, -3.14662], [0.29480, 2.18878, -1.23206], [0.24682, 4.23949, -2.65863], [-0.27552, 3.45798, -4.11478], [0.29173, 1.31706, -0.73924], [0.56546, 3.02248, -0.74153], [2.24709, 6.48136, -2.04402], [1.48493, 5.98613, -1.22405], [3.48773, 5.95974, -2.28682], [1.91861, 7.58466, -2.76903], [4.12994, 6.34578, -2.95151], [3.75553, 5.14746, -1.76369], [1.00917, 7.98979, -2.62858], [2.52396, 8.00879, -3.44538], [0.61386, 10.95395, -2.99493], [0.30556, 9.94933, -3.61845], [0.63809, 12.18857, -3.57806], [0.95670, 10.92509, -1.67311], [0.88509, 13.02778, -3.09013], [0.38882, 12.24228, -4.54762], [0.94976, 10.03501, -1.21046], [1.21001, 11.74063, -1.14938], [2.88382, -9.31899, 1.62399], [3.53100, -8.43477, 2.15931], [3.46716, -10.45687, 1.13409], [1.53083, -9.23872, 1.46600], [2.95655, -11.19489, 0.68959], [4.46081, -10.54125, 1.23467], [1.08219, -8.40787, 1.80192], [0.97739, -9.94320, 1.01855], [-2.76387, 4.69269, 6.33349], [-2.68571, 5.73744, 6.96104], [-2.69219, 4.62805, 4.97637], [-2.93351, 3.47993, 6.94965], [-2.76039, 3.76369, 4.46603], [-2.56614, 5.48938, 4.48100], [-2.99006, 3.47673, 7.94967], [-2.99639, 2.61411, 6.44748]], "mulliken_charge": [-1.1644, 0.4640, -0.4976, -0.4032, 0.8592, 0.2616, -1.2696, 0.7034, -0.5681, -0.6288, -0.7141, -1.1852, -0.2310, 1.0952, 0.1323, -0.4689, -0.3731, 0.0767, -0.5230, 0.3293, 0.5136, -0.2136, 0.2126, 0.0285, 0.2225, 0.4757, 0.4689, 0.3582, 0.2763, 0.3137, 0.4904, 0.5319, 0.3414, 0.5199, -0.7242, -0.3788, -0.1458, 0.1577, 0.2336, 0.1541, 0.1111, 0.5765, -0.5564, -0.4505, -0.3063, 0.1437, 0.2239, 0.2180, 0.1660, 0.5786, -0.6879, -0.3684, -0.2721, 0.1280, 0.2118, 0.2656, 0.1562, 0.6887, -0.6704, -0.3864, -0.2819, 0.1571, 0.2221, 0.1474, 0.1177, 0.6766, -0.6529, -0.4130, -0.3480, 0.1566, 0.2203, 0.2056, 0.1698, 0.6936, -0.6383, -0.4078, -0.3179, 0.1521, 0.2257, 0.1530, 0.1539, 0.5473, -0.6754, -0.2941, -0.3322, 0.3195, 0.1712, 0.1965, 0.1744], "mol_weight_g_mol": 683.45, "lumo_ev": -0.15, "homo_ha": -0.3304, "total_charge": 0, "smiles": "C[C@@H](O)Cc1c(CB(O)O)ccc2c1C(=O)NC2=O.NC(N)=O.NC(N)=O.NC(N)=O.NC(N)=O.NC(N)=O.NC(N)=O.NC(N)=O", "e_tot_ha": -2498.70643}

=====

[2]
{"formula": "C19H42Cl2N5O7", "method": "the ωB97M-V functional and the def2-TZVPD basis", "elements": ["C", "C", "O", "O", "H", "H", "H", "C", "C", "O", "N", "C", "H", "H", "H", "H", "H", "H", "H", "C", "C", "O", "N", "C", "H", "H", "H", "H", "H", "H", "H", "C", "C", "O", "N", "C", "H", "H", "H", "H", "H", "H", "H", "C", "C", "O", "N", "C", "H", "H", "H", "H", "H", "H", "H", "C", "C", "O", "N", "C", "H", "H", "H", "H", "H", "H", "H", "Cl", "C", "C", "Cl", "H", "H", "H", "H"], "positions_angstrom": [[-0.86071, -0.15728, -0.74990], [-0.26238, -1.25926, 0.13697], [-0.98923, -1.77479, 1.03460], [0.94265, -1.58566, -0.00898], [-0.16275, 0.43149, -1.34580], [-1.45932, 0.50718, -0.12352], [-1.53786, -0.59513, -1.48813], [1.85509, -0.30054, -3.64418], [1.54240, -1.73663, -3.96225], [1.37659, -2.12656, -5.11885], [1.43960, -2.55163, -2.90308], [1.26549, -3.98517, -2.91437], [2.42166, -0.17105, -2.72414], [0.87743, 0.17002, -3.50324], [2.29697, 0.18339, -4.51179], [1.41803, -2.10625, -1.98959], [2.09435, -4.38682, -2.32575], [1.09182, -4.48439, -3.85907], [0.40863, -4.17590, -2.25828], [-3.11188, -1.66058, -3.73849], [-3.15146, -0.14117, -3.71737], [-2.29389, 0.52754, -4.26492], [-4.21193, 0.40556, -3.08314], [-4.47237, 1.83584, -2.96077], [-2.09006, -1.93649, -3.46753], [-3.20416, -2.04529, -4.75347], [-3.78426, -2.15326, -3.03868], [-4.93647, -0.16851, -2.69107], [-4.00003, 2.42333, -3.74363], [-3.99270, 2.10189, -2.01433], [-5.54671, 1.99488, -2.92148], [-0.41491, 2.07207, 5.97727], [-0.26837, 2.35298, 4.48088], [-0.85475, 3.24835, 3.90764], [0.58401, 1.50155, 3.85644], [0.67654, 1.45146, 2.40155], [-1.34433, 1.54707, 6.19682], [-0.57875, 3.02507, 6.48370], [0.46922, 1.58799, 6.38481], [0.85100, 0.64173, 4.30571], [1.47043, 0.77506, 2.09165], [0.92415, 2.44796, 2.03376], [-0.20363, 1.16139, 1.82465], [4.15635, -0.17233, 1.05569], [4.84475, -1.39202, 1.62012], [4.17850, -2.22628, 2.21028], [6.17829, -1.43953, 1.45965], [6.96184, -2.55341, 1.96167], [3.29948, -0.36750, 0.41116], [4.84509, 0.45037, 0.47359], [3.81605, 0.47734, 1.86352], [6.64189, -0.67246, 1.01126], [7.00131, -2.54488, 3.05431], [8.00913, -2.48126, 1.67275], [6.53875, -3.51266, 1.67272], [-2.79073, -0.38955, 4.64038], [-3.80832, -0.20879, 3.54527], [-5.00314, -0.06031, 3.80099], [-3.35957, -0.44991, 2.30159], [-4.20944, -0.33606, 1.14624], [-3.30032, -0.60154, 5.57789], [-2.17251, 0.47851, 4.88485], [-2.05236, -1.14117, 4.35606], [-2.36834, -0.60111, 2.14011], [-4.14592, -1.23136, 0.52532], [-3.93129, 0.52127, 0.52659], [-5.26399, -0.19865, 1.37183], [-0.86740, 4.19460, -3.81811], [0.27714, 3.05438, -3.03581], [1.16218, 3.89112, -2.14114], [1.94003, 2.73255, -0.99151], [0.84489, 2.57092, -3.82646], [-0.28480, 2.29611, -2.49903], [0.58805, 4.65381, -1.62232], [2.00121, 4.36835, -2.64010]], "mulliken_charge": [0.4032, 0.3230, -0.8309, -0.7207, -0.4433, 0.2961, -0.1732, -0.2928, 0.6489, -0.7370, 0.0303, -1.0524, 0.2137, -0.3105, 0.4240, 0.0980, 0.3324, 0.3448, 0.3304, -0.7259, 0.6336, -0.6572, -0.1351, -0.8739, 0.0577, 0.3311, 0.3037, 0.2222, 0.2787, 0.2525, 0.3437, -0.9913, 0.6414, -0.6486, -0.1269, -0.4071, 0.2828, 0.3312, 0.2966, 0.2851, -0.0061, 0.3177, 0.0621, -0.2780, 0.4191, -0.6348, -0.1565, -0.8462, -0.0493, 0.2994, 0.1535, 0.2470, 0.2718, 0.3348, 0.2574, -0.6496, 0.7913, -0.7235, 0.1130, -1.0455, 0.3836, -0.2775, 0.2888, 0.0804, 0.3058, 0.3109, 0.3784, -0.2357, 0.3962, -0.5158, -0.1114, 0.1913, -0.3064, 0.3424, 0.3132], "mol_weight_g_mol": 523.48, "lumo_ev": 2.42, "homo_ha": -0.1961, "total_charge": -1, "relative_energy_kcal_mol": 5.0, "e_tot_ha": -2470.17347}

=====

[3]
{"formula": "C19H42InO11S", "method": "the ωB97M-V functional and the def2-TZVPD basis", "elements": ["O", "S", "O", "O", "C", "C", "C", "In", "H", "H", "H", "H", "H", "H", "H", "H", "H", "H", "O", "C", "O", "C", "C", "C", "H", "H", "H", "H", "H", "H", "H", "H", "O", "C", "O", "C", "C", "C", "H", "H", "H", "H", "H", "H", "H", "H", "O", "C", "O", "C", "C", "C", "H", "H", "H", "H", "H", "H", "H", "H", "O", "C", "O", "C", "C", "C", "H", "H", "H", "H", "H", "H", "H", "H"], "positions_angstrom": [[5.53166, 1.15814, 2.03712], [6.08172, -0.26744, 2.43033], [7.49275, 0.01062, 3.06469], [6.28665, -1.11184, 0.96438], [4.94863, -1.08770, 3.67440], [4.26309, -2.49191, 3.17914], [4.89336, -3.84083, 3.93674], [6.90519, -4.22716, 2.96219], [7.22881, -1.48753, 1.01502], [4.04856, -0.33194, 3.87686], [5.51641, -1.17825, 4.70399], [3.12742, -2.45331, 3.54402], [4.32767, -2.59138, 2.01494], [4.93618, -3.64407, 5.09761], [4.11738, -4.72153, 3.74295], [6.76574, -3.66502, 1.24406], [8.11691, -3.22968, 3.83304], [7.35106, -5.98792, 2.87412], [-0.22430, 1.29072, 4.05948], [0.39223, 2.18005, 3.47407], [0.82237, 1.99143, 2.20614], [1.41799, 3.01141, 1.38351], [2.89219, 3.16930, 1.69559], [0.74818, 3.45372, 4.18226], [0.86256, 3.95271, 1.46497], [1.30592, 2.67706, 0.34632], [3.05767, 3.47976, 2.73058], [3.34923, 3.91351, 1.03597], [3.41402, 2.21539, 1.56702], [1.61894, 3.27655, 4.81930], [-0.10185, 3.75504, 4.80280], [0.95070, 4.28975, 3.51722], [-0.44273, 2.22185, -1.34718], [-0.53404, 0.99491, -1.34939], [0.53688, 0.23138, -1.66303], [0.57993, -1.20315, -1.55284], [-0.04877, -1.86048, -2.76455], [-1.85182, 0.32835, -1.08548], [0.13382, -1.53597, -0.60870], [1.63928, -1.47829, -1.50618], [-1.10435, -1.59609, -2.86864], [0.02780, -2.95012, -2.69630], [0.44967, -1.52806, -3.68097], [-2.46093, 0.37015, -1.99250], [-2.35944, 0.86949, -0.28057], [-1.76863, -0.70350, -0.75292], [-7.54226, 4.49216, 1.34172], [-6.45848, 3.91099, 1.37895], [-5.56059, 4.20256, 2.34695], [-4.33385, 3.48313, 2.56920], [-3.24516, 3.96210, 1.63063], [-6.08187, 2.93137, 0.30706], [-4.49958, 2.40127, 2.51185], [-4.03413, 3.69396, 3.60159], [-3.50896, 3.79495, 0.58304], [-2.30315, 3.44376, 1.83505], [-3.08788, 5.03942, 1.74641], [-5.75094, 3.48085, -0.57838], [-6.96476, 2.33460, 0.05651], [-5.31079, 2.22420, 0.60299], [-1.72061, -3.77968, -4.03892], [-2.40321, -3.63621, -5.05243], [-2.11165, -2.65763, -5.93879], [-2.74865, -2.49679, -7.21950], [-4.06863, -1.76580, -7.08206], [-3.61635, -4.48853, -5.28112], [-2.84751, -3.46130, -7.73049], [-2.06787, -1.89368, -7.83017], [-4.77648, -2.31853, -6.45883], [-4.52603, -1.60636, -8.06349], [-3.91868, -0.79417, -6.60017], [-4.44214, -4.10355, -4.67671], [-3.38455, -5.51252, -4.97108], [-3.92693, -4.54869, -6.32139]], "mulliken_charge": [-0.6005, 0.9348, -0.6253, -0.4209, -0.3905, -0.4793, -0.9569, 0.6250, 0.3354, 0.2196, 0.3073, 0.2707, 0.2968, 0.2730, 0.2532, -0.4028, -0.3056, -0.3518, -0.6211, 0.7987, -0.3239, -0.0807, -1.0152, -1.0660, 0.2107, 0.2727, 0.2382, 0.4018, 0.2504, 0.3018, 0.2958, 0.3468, -0.6103, 0.8634, -0.3573, -0.5196, -0.6988, -0.8507, 0.3443, 0.3504, 0.1318, 0.3876, 0.2628, 0.2733, 0.0533, 0.3903, -0.5984, 0.6934, -0.3643, -0.4772, -0.5120, -0.7840, 0.3492, 0.3148, 0.2246, 0.0184, 0.3376, 0.2369, 0.3069, 0.2481, -0.5305, 0.8209, -0.3888, -0.4110, -0.9624, -1.0654, 0.3666, 0.3229, 0.2720, 0.3597, 0.2973, 0.2489, 0.3218, 0.3416], "mol_weight_g_mol": 593.42, "lumo_ev": 1.53, "homo_ha": -0.1828, "total_charge": -1, "e_tot_ha": -2164.95110}